i.
{"formula": "C2H2N3S2", "method": "the ωB97M-V functional and the def2-TZVPD basis", "elements": ["C", "C", "N", "N", "N", "S", "S", "H", "H"], "xyz": [[-1.15734, -0.31070, -0.07823], [-2.52319, -0.49143, -0.01809], [1.12396, 0.13470, 0.20753], [3.58372, 0.53356, -0.04555], [-0.07331, 0.08952, 0.08539], [-3.68153, 0.74052, 0.10227], [2.23803, 1.27185, -0.16293], [-2.85476, -1.51056, -0.03288], [3.34440, -0.45745, -0.05751]], "total_charge": 1, "lumo_energy_ev": [-7.31, -7.31], "orbital_gap_ha": [0.2391, 0.2390], "homo_energy_ev": [-13.816, -13.815], "spin_multiplicity": 1}



ii.
{"formula": "C2H2N3S2", "method": "the ωB97M-V functional and the def2-TZVPD basis", "elements": ["C", "C", "N", "N", "N", "S", "S", "H", "H"], "xyz": [[-0.03021, -1.25512, 1.01298], [0.96880, -0.39309, 0.85957], [-2.07563, -2.06344, 0.09910], [-0.74123, 0.41234, -0.85559], [-1.09911, -1.43825, 0.46708], [0.68474, 0.78509, -0.40838], [-2.97802, -1.93678, -1.14742], [1.90197, -0.37079, 1.38802], [-1.09309, 0.98838, -1.60829]], "total_charge": 1, "lumo_energy_ev": [-7.39, -7.39], "orbital_gap_ha": [0.2198, 0.2197], "homo_energy_ev": [-13.365, -13.365], "spin_multiplicity": 1}



It is ii that is the least stable of them.